Record 1
Density functional theory data (wB97M-V/def2-TZVPD) for one molecule with the formula C3H5NOS.

Summary:
- Energy relative to the best compared isomer or geometry (same formula, charge and spin): 307.1 kJ/mol
- Molar mass: 103.15 g/mol
- Charge: 0
- Gap between HOMO and LUMO: 9.71 eV
- SMILES: O/N=C\[C@@H]1CS1
- Highest occupied orbital energy: -9.00 eV

Element x y z (Å)
C1 0.678 -0.644 -0.833
H1 -0.144 -2.017 1.517
S1 -1.417 0.105 1.098
H2 0.858 0.771 0.656
O1 0.948 1.330 -1.639
C2 0.286 -0.110 0.446
H3 0.299 -0.589 2.594
H4 1.282 1.498 -2.491
H5 0.749 -1.727 -0.937
C3 -0.061 -0.942 1.607
N1 0.947 -0.012 -1.872


Record 2
Density functional theory data (wB97M-V/def2-TZVPD) for a 2-piece molecular cluster, C3H4IN3 overall.

Summary:
- Energy relative to the best compared isomer or geometry (same formula, charge and spin): 232.3 kJ/mol
- Molar mass: 208.99 g/mol
- Charge: 0
- Gap between HOMO and LUMO (alpha / beta): 7.51 / 4.05 eV
- Highest occupied orbital energy (alpha / beta): -8.28 / -7.67 eV

Element x y z (Å)
C1 -1.119 -0.952 0.509
C2 0.055 -0.354 -0.173
H1 1.267 -1.956 -0.220
N1 -1.897 0.138 0.632
N2 1.149 -1.002 -0.523
H2 -1.771 2.211 0.013
H3 1.947 -0.493 -0.891
I1 4.611 0.050 -0.043
N3 -0.139 0.971 -0.442
C3 -1.304 1.245 0.053
H4 -2.799 0.143 1.083